# 1
Here is a structure of composition C24H16BrCuF3IN7O3 from OMol25. Energies are from ωB97M-V with the def2-TZVPD basis set.

Cartesian coordinates (Å):
Cu -1.72 -0.10 -0.77
Br 0.10 -4.78 5.46
C 1.16 -4.69 3.89
C 1.36 -5.83 3.14
C 2.16 -5.77 2.01
C 2.72 -4.57 1.60
C 2.50 -3.42 2.37
C 1.73 -3.49 3.52
N 3.66 -4.60 0.52
N 3.76 -3.68 -0.32
C 2.76 -2.70 -0.56
C 3.22 -1.42 -0.78
C 2.37 -0.31 -0.90
C 1.00 -0.46 -0.81
O 0.14 0.51 -0.90
C 0.50 -1.80 -0.67
N -0.85 -1.90 -0.64
C -1.42 -3.09 -0.60
C -0.66 -4.26 -0.65
C 0.71 -4.18 -0.68
C 1.35 -2.92 -0.61
H 0.90 -6.77 3.44
H 2.32 -6.66 1.41
H 2.95 -2.49 2.08
H 1.58 -2.60 4.13
H 4.29 -1.28 -0.80
H 2.78 0.68 -1.04
H -2.50 -3.11 -0.55
H -1.16 -5.22 -0.69
H 1.30 -5.08 -0.80
I -5.59 4.35 1.05
C -4.37 3.11 -0.06
C -4.27 3.06 -1.43
N -3.35 2.13 -1.70
N -2.86 1.57 -0.59
C -3.47 2.15 0.42
H -4.78 3.62 -2.20
H -3.06 1.76 -2.60
H -3.27 1.87 1.44
F 1.19 7.80 0.41
C 1.37 7.12 -0.74
F 0.89 7.88 -1.73
F 2.69 7.00 -0.94
C 0.69 5.77 -0.71
C 0.63 5.03 -1.88
C -0.03 3.81 -1.84
N -0.60 3.33 -0.73
C -0.49 4.04 0.38
C 0.14 5.27 0.45
H 1.07 5.40 -2.80
H -0.10 3.19 -2.72
H -0.95 3.61 1.27
H 0.20 5.82 1.38
O -3.65 -1.04 -0.59
N -3.95 -1.08 -1.81
O -3.07 -0.60 -2.54

Output
Spin multiplicity   2
HOMO (spin up / spin down)   -7.607 / -7.590 eV
Frontier orbital gap (spin up / spin down)   7.13 / 6.81 eV
Calculated total energy   -6344.8797 Ha
Energy above the lowest of the compared OMol25 structures with the same formula, charge and spin   24.1 kcal/mol

# 2
Here is a structure of composition C24H16F6N7S3Tl in a non-equilibrium geometry from OMol25. Energies are from ωB97M-V with the def2-TZVPD basis set.

Cartesian coordinates (Å):
Tl 1.05 -0.89 1.03
C -0.76 2.81 3.31
C 0.13 1.74 2.76
N -0.31 0.57 2.47
N -1.55 0.19 2.72
C -1.85 -1.09 2.62
N -3.13 -1.42 2.88
S -0.78 -2.39 2.28
C 1.55 1.99 2.50
C 2.13 3.26 2.58
C 3.48 3.39 2.33
C 4.24 2.27 2.04
C 3.59 1.04 1.97
N 2.29 0.92 2.19
H -1.60 2.35 3.82
H -0.23 3.47 3.99
H -1.15 3.40 2.47
H -3.80 -0.67 2.97
H -3.43 -2.36 2.75
H 1.53 4.12 2.80
H 3.94 4.37 2.36
H 5.30 2.33 1.86
H 4.10 0.13 1.71
F -1.86 3.95 -3.95
C -0.97 3.28 -3.20
C -1.40 2.44 -2.18
F -2.72 2.33 -1.92
C -0.49 1.73 -1.42
F -0.94 0.99 -0.39
C 0.89 1.76 -1.68
S 2.06 0.78 -0.89
C 1.30 2.65 -2.70
F 2.60 2.78 -2.97
C 0.40 3.40 -3.43
F 0.84 4.24 -4.38
N -0.82 -3.62 -2.17
C -2.06 -3.15 -1.80
C -3.35 -3.54 -2.12
C -4.38 -2.78 -1.60
C -4.13 -1.68 -0.77
C -2.85 -1.29 -0.45
C -1.80 -2.04 -0.97
N -0.44 -1.88 -0.84
C 0.11 -2.83 -1.56
C 1.54 -3.00 -1.64
C 2.29 -3.75 -2.50
S 3.95 -3.61 -2.13
C 3.54 -2.55 -0.83
N 2.28 -2.33 -0.71
H -0.63 -4.41 -2.77
H -3.55 -4.39 -2.76
H -5.40 -3.03 -1.85
H -4.97 -1.11 -0.39
H -2.66 -0.43 0.16
H 1.96 -4.36 -3.33
H 4.28 -2.14 -0.18
F 2.64 -1.91 1.94

Output
HOMO   -7.576 eV
Frontier orbital gap   7.16 eV
Calculated total energy   -3273.7184 Ha
Energy above the lowest of the compared OMol25 structures with the same formula, charge and spin   23.8 kcal/mol

# 3
Here is a structure of composition C24H17AuF3Sb from OMol25. Energies are from ωB97M-V with the def2-TZVPD basis set.

Cartesian coordinates (Å):
Au -0.49 -0.71 -2.20
F -4.35 2.83 2.95
C -3.44 2.00 2.40
C -3.35 1.95 1.03
C -2.41 1.08 0.47
C -1.59 0.31 1.28
C -1.72 0.39 2.66
C -2.65 1.24 3.24
Sb -0.13 -0.92 0.37
C 1.56 0.32 0.59
C 1.43 1.69 0.42
C 2.53 2.53 0.44
C 3.77 1.97 0.64
F 4.85 2.77 0.67
C 3.96 0.61 0.81
C 2.84 -0.21 0.78
C 0.22 -2.35 1.85
C 1.06 -2.07 2.93
C 1.24 -3.00 3.95
C 0.57 -4.20 3.86
F 0.74 -5.11 4.84
C -0.26 -4.52 2.81
C -0.43 -3.58 1.80
H -4.00 2.56 0.41
H -2.33 1.02 -0.61
H -1.09 -0.21 3.31
H -2.77 1.32 4.31
H 0.45 2.13 0.26
H 2.44 3.60 0.31
H 4.95 0.21 0.95
H 2.99 -1.28 0.89
H 1.56 -1.11 3.00
H 1.88 -2.80 4.80
H -0.76 -5.47 2.78
H -1.08 -3.82 0.97
C -0.56 1.55 -6.47
C 0.26 0.46 -6.28
C 0.27 -0.22 -5.07
C -0.56 0.18 -4.01
C -1.38 1.29 -4.22
C -1.39 1.97 -5.44
H -0.56 2.08 -7.42
H 0.91 0.12 -7.09
H 0.92 -1.08 -4.95
H -2.04 1.64 -3.43
H -2.04 2.83 -5.57

Output
HOMO   -8.434 eV
Frontier orbital gap   8.68 eV
Calculated total energy   -1600.2437 Ha

# 4
Here is an isolated molecule of C24H17BrCl2N2O3 in a non-equilibrium geometry from OMol25. Energies are from ωB97M-V with the def2-TZVPD basis set.

Cartesian coordinates (Å):
O 2.74 -0.91 2.05
Cl 3.84 2.33 -3.96
Cl 2.11 4.31 0.77
Br -3.95 6.10 -0.71
O 0.74 -1.45 -2.19
O -1.01 -3.60 1.58
C 2.38 -1.39 0.99
C 1.45 -1.74 -1.05
C 1.37 -2.85 -0.32
C 2.95 3.11 -1.50
C -4.07 3.24 -0.78
C -2.08 4.12 0.24
C -0.70 -1.22 1.88
C -2.19 -2.06 0.17
C -3.69 1.93 -0.46
C -1.62 2.82 0.46
C -1.01 0.10 1.53
C -2.52 -0.76 -0.20
C 2.91 0.73 -1.93
C 2.16 1.60 0.21
C 3.18 2.02 -2.38
C 2.38 2.90 -0.24
C -3.29 4.32 -0.44
C -1.26 -2.32 1.19
C -2.39 1.68 0.13
C -1.93 0.32 0.50
C 2.39 0.50 -0.64
N 2.12 -0.82 -0.26
N 2.01 -2.72 0.86
C 0.48 -4.05 -0.38
C 1.47 -3.64 1.84
C 0.21 -4.23 1.14
H 0.52 -0.50 -2.20
H 3.17 4.11 -1.88
H -5.01 3.36 -1.27
H -1.53 4.97 0.58
H -0.08 -1.32 2.76
H -2.60 -2.92 -0.32
H -4.39 1.11 -0.64
H -0.64 2.69 0.89
H -0.62 0.91 2.13
H -3.14 -0.59 -1.05
H 3.11 -0.07 -2.69
H 1.75 1.42 1.19
H 1.07 -4.91 -0.79
H -0.43 -3.80 -0.96
H 2.21 -4.42 2.00
H 1.24 -3.12 2.76
H 0.20 -5.31 1.41

Output
HOMO   -7.637 eV
Frontier orbital gap   7.85 eV
Calculated total energy   -4754.4015 Ha
Structure (SMILES)   O=c1n2c(c(O)n1-c1cc(Cl)cc(Cl)c1)C[C@H](Oc1ccc(-c3ccc(Br)cc3)cc1)C2
Energy above the lowest of the compared OMol25 structures with the same formula, charge and spin   0.0 kcal/mol

# 5
Here is a structure of composition C24H17CoN4O4PSe in a non-equilibrium geometry from OMol25. Energies are from ωB97M-V with the def2-TZVPD basis set.

Cartesian coordinates (Å):
Co -0.02 -0.07 0.37
C -2.23 2.05 5.90
C -1.76 3.17 5.24
C -1.27 3.06 3.95
C -1.26 1.81 3.32
C -1.73 0.68 4.00
C -2.22 0.80 5.29
P -0.74 1.69 1.63
C 0.48 2.95 1.26
C 0.51 3.62 0.04
C 1.54 4.50 -0.24
C 2.55 4.71 0.70
C 2.53 4.03 1.91
C 1.51 3.14 2.19
C -2.12 1.81 0.45
C -2.79 2.92 -0.05
C -3.82 2.72 -0.97
C -4.20 1.45 -1.39
C -3.59 0.32 -0.87
C -2.56 0.53 0.05
H -2.61 2.14 6.91
H -1.77 4.14 5.73
H -0.90 3.94 3.43
H -1.69 -0.30 3.55
H -2.57 -0.07 5.82
H -0.26 3.46 -0.71
H 1.55 5.04 -1.18
H 3.34 5.41 0.48
H 3.32 4.19 2.63
H 1.51 2.61 3.14
H -2.52 3.92 0.26
H -4.34 3.58 -1.37
H -5.00 1.34 -2.11
H -3.89 -0.68 -1.15
O -0.30 -1.82 -0.95
N 0.63 -1.07 -1.26
Se 2.24 -5.41 -1.79
N 3.78 -4.52 -1.95
C 3.53 -3.25 -1.81
C 4.53 -2.20 -1.88
C 4.20 -0.94 -1.61
C 2.83 -0.58 -1.16
N 1.80 -1.57 -1.47
C 2.14 -2.94 -1.58
N 1.28 -3.90 -1.54
H 5.53 -2.48 -2.18
H 4.92 -0.13 -1.65
H 2.48 0.40 -1.49
O 1.84 0.10 0.88
O 2.88 -0.53 0.31
O -2.27 -1.56 1.37
C -2.01 -0.57 0.84

Output
Spin multiplicity   2
HOMO (spin up / spin down)   -14.312 / -14.305 eV
Frontier orbital gap (spin up / spin down)   5.31 / 6.13 eV
Net charge   +2
Calculated total energy   -5569.4261 Ha
Energy above the lowest of the compared OMol25 structures with the same formula, charge and spin   46.1 kcal/mol

# 6
Here is a structure of composition C24H17F12N2O2ReS3 in a non-equilibrium geometry from OMol25. Energies are from ωB97M-V with the def2-TZVPD basis set.

Cartesian coordinates (Å):
Re -1.45 0.26 0.78
C 2.41 -3.20 -4.00
C 1.92 -2.32 -2.91
C 2.48 -1.03 -2.68
C 2.00 -0.24 -1.67
C 0.98 -0.71 -0.80
N 0.66 0.08 0.29
C 1.62 0.71 1.06
C 2.92 0.13 1.06
C 3.97 0.69 1.74
C 3.78 1.84 2.53
C 4.87 2.47 3.32
C 2.49 2.41 2.57
C 1.41 1.88 1.89
C 0.06 2.46 2.18
O -1.00 1.98 1.40
C -0.40 2.14 3.65
F -0.48 0.76 3.73
F 0.49 2.58 4.57
F -1.63 2.66 3.89
C 0.00 3.97 1.73
F 0.26 4.01 0.37
F 0.89 4.74 2.39
F -1.25 4.46 1.94
C 0.41 -2.00 -1.03
C 0.89 -2.79 -2.05
C -0.61 -2.45 -0.03
O -1.64 -1.49 0.07
C 0.01 -2.74 1.39
F -0.40 -3.91 1.93
F 1.38 -2.76 1.32
F -0.38 -1.74 2.27
C -1.45 -3.69 -0.52
F -0.72 -4.85 -0.58
F -2.52 -3.87 0.32
F -1.95 -3.41 -1.77
H 3.32 -2.79 -4.43
H 2.61 -4.22 -3.66
H 1.69 -3.31 -4.82
H 3.26 -0.69 -3.34
H 2.46 0.69 -1.36
H 3.05 -0.73 0.45
H 4.96 0.26 1.66
H 5.84 2.19 2.90
H 4.77 3.56 3.33
H 4.88 2.19 4.38
H 2.35 3.30 3.17
H 0.49 -3.78 -2.24
S -2.08 1.48 -1.19
C -3.52 0.84 -1.91
N -4.30 1.55 -2.71
C -5.46 0.88 -3.35
C -5.33 -0.58 -2.92
S -4.06 -0.82 -1.73
H -4.11 2.53 -2.92
H -5.43 0.98 -4.44
H -6.41 1.29 -2.99
H -5.08 -1.24 -3.77
H -6.25 -0.95 -2.48
S -4.51 0.14 2.38
C -3.15 0.21 1.64

Output
Spin multiplicity   2
HOMO (spin up / spin down)   -17.806 / -17.657 eV
Frontier orbital gap (spin up / spin down)   5.39 / 5.14 eV
Net charge   +3
Calculated total energy   -3654.9563 Ha

# 7
Here is a structure of composition C24H17N11O3STa from OMol25. Energies are from ωB97M-V with the def2-TZVPD basis set.

Cartesian coordinates (Å):
Ta -0.48 -0.05 -0.01
C 0.90 -4.60 3.16
O 0.71 -3.57 2.19
C 1.58 -3.49 1.18
C 2.74 -4.23 1.02
C 3.59 -4.02 -0.08
C 3.30 -3.06 -1.03
C 2.14 -2.29 -0.88
C 1.74 -1.33 -1.88
N 0.77 -0.48 -1.73
N 0.44 0.20 -2.90
C -0.77 0.63 -2.79
O -1.46 0.38 -1.66
C -1.45 1.43 -3.82
C -0.72 1.88 -4.92
C -1.36 2.63 -5.89
C -2.71 2.93 -5.77
C -3.43 2.47 -4.67
C -2.80 1.72 -3.69
C 1.29 -2.52 0.21
O 0.18 -1.78 0.33
H 0.05 -4.52 3.83
H 0.91 -5.58 2.68
H 1.82 -4.44 3.72
H 3.00 -4.99 1.74
H 4.48 -4.62 -0.18
H 3.94 -2.91 -1.88
H 2.24 -1.33 -2.84
H 0.33 1.65 -5.01
H -0.80 3.00 -6.74
H -3.21 3.52 -6.53
H -4.49 2.70 -4.58
H -3.36 1.36 -2.84
N 2.67 -0.05 3.16
C 2.37 -0.27 1.88
N 1.14 0.16 1.66
C 0.74 0.62 2.88
N 1.64 0.51 3.82
C -0.59 1.22 2.99
C -1.04 1.93 4.09
N -2.21 2.55 4.08
C -2.92 2.46 2.96
C -2.50 1.73 1.86
N -1.33 1.09 1.88
H 3.54 -0.24 3.64
H 3.06 -0.69 1.17
H -0.43 2.00 4.98
H -3.87 2.98 2.93
H -3.11 1.65 0.97
N -0.50 6.04 1.22
C 0.10 5.15 0.81
N 0.81 4.12 0.37
C 0.45 2.98 0.07
N 0.21 1.86 -0.22
S -2.75 -1.01 0.28
C -2.42 -1.56 1.85
N -2.14 -1.94 2.91

Output
HOMO   -11.653 eV
Frontier orbital gap   7.35 eV
Net charge   +1
Calculated total energy   -2207.9236 Ha
Energy above the lowest of the compared OMol25 structures with the same formula, charge and spin   14.8 kcal/mol

# 8
Here is a structure of composition C24H17N7O4Os from OMol25. Energies are from ωB97M-V with the def2-TZVPD basis set.

Cartesian coordinates (Å):
Os 0.00 -0.94 -0.94
C -4.09 -2.23 -1.46
C -4.88 -1.10 -1.38
C -4.25 0.13 -1.24
C -2.85 0.21 -1.16
N -2.09 -0.93 -1.19
C -2.70 -2.10 -1.36
N -2.37 1.48 -1.09
C -1.11 1.85 -1.10
N 0.00 1.04 -1.12
C 1.12 1.85 -1.09
N 2.37 1.48 -1.08
C 2.86 0.21 -1.16
C 4.25 0.12 -1.23
C 4.87 -1.11 -1.38
C 4.09 -2.23 -1.45
C 2.70 -2.11 -1.36
N 2.09 -0.93 -1.19
C 0.70 3.24 -1.07
C 1.43 4.42 -1.06
C 0.70 5.59 -1.05
C -0.71 5.59 -1.05
C -1.43 4.41 -1.06
C -0.70 3.23 -1.07
H -4.51 -3.22 -1.59
H -5.95 -1.17 -1.45
H -4.80 1.06 -1.20
H -2.06 -2.97 -1.40
H 4.80 1.05 -1.20
H 5.95 -1.17 -1.44
H 4.51 -3.22 -1.59
H 2.06 -2.97 -1.40
H 2.51 4.42 -1.07
H 1.22 6.54 -1.04
H -1.23 6.54 -1.05
H -2.52 4.41 -1.07
C 0.00 1.12 2.61
C 0.00 -0.36 2.48
N 0.00 -1.06 1.36
C 0.00 -2.40 1.72
C 0.00 -2.50 3.07
N 0.00 -1.21 3.52
C 0.00 -3.60 4.09
O 0.00 -4.84 3.65
O 0.00 -3.28 5.25
C 0.00 -3.43 0.66
O 0.00 -4.61 0.90
O 0.00 -2.92 -0.56
H 0.01 1.57 1.62
H 0.89 1.46 3.15
H -0.88 1.47 3.15
H 0.00 -0.99 4.52
H 0.00 -4.89 2.67

Output
Spin multiplicity   5
HOMO (spin up / spin down)   -14.996 / -14.846 eV
Frontier orbital gap (spin up / spin down)   7.38 / 4.30 eV
Net charge   +2
Calculated total energy   -1699.2159 Ha
Energy above the lowest of the compared OMol25 structures with the same formula, charge and spin   0.0 kcal/mol

# 9
Here is a structure of composition C24H18BrF2N6O2Rh in a non-equilibrium geometry from OMol25. Energies are from ωB97M-V with the def2-TZVPD basis set.

Cartesian coordinates (Å):
Rh -1.30 -0.19 -1.00
Br 5.90 3.90 1.79
C 5.22 2.28 2.48
C 6.09 1.24 2.78
C 5.57 0.06 3.29
C 4.20 -0.11 3.46
C 3.34 0.95 3.17
C 3.85 2.14 2.69
N 3.84 -1.37 4.03
N 2.69 -1.81 4.10
C 1.65 -1.52 3.17
C 0.38 -1.63 3.68
C -0.77 -1.31 2.96
C -0.67 -0.89 1.64
O -1.70 -0.52 0.93
C 0.65 -0.90 1.05
N 0.68 -0.64 -0.29
C 1.82 -0.73 -0.94
C 3.01 -1.10 -0.30
C 3.00 -1.35 1.04
C 1.80 -1.24 1.78
H 7.15 1.37 2.64
H 6.23 -0.75 3.56
H 2.28 0.88 3.35
H 3.19 2.97 2.47
H 0.30 -1.94 4.72
H -1.75 -1.37 3.41
H 1.78 -0.53 -2.00
H 3.92 -1.19 -0.88
H 3.91 -1.67 1.53
N -0.12 1.03 -4.84
C -1.02 0.88 -3.86
N -2.32 0.77 -4.20
O -0.64 0.89 -2.67
H -0.36 1.08 -5.81
H 0.85 1.08 -4.57
H -2.60 0.62 -5.15
H -2.98 0.57 -3.46
N -8.48 1.56 -1.61
C -7.37 1.27 -1.53
C -5.98 0.92 -1.44
C -5.58 -0.40 -1.66
C -4.24 -0.74 -1.58
C -3.25 0.21 -1.28
C -3.69 1.52 -1.05
C -5.02 1.88 -1.12
H -6.32 -1.15 -1.89
H -3.98 -1.78 -1.75
H -2.96 2.29 -0.80
H -5.33 2.90 -0.93
F -1.17 -2.91 -1.34
C -1.30 -1.79 -2.11
F -0.23 -1.81 -2.97
H -2.20 -1.90 -2.71

Output
HOMO (spin up / spin down)   -7.515 / -7.514 eV
Frontier orbital gap (spin up / spin down)   6.80 / 6.80 eV
Calculated total energy   -4288.6682 Ha
Energy above the lowest of the compared OMol25 structures with the same formula, charge and spin   11.4 kcal/mol

What did the fifth record say?
Here is a structure of composition C24H17CoN4O4PSe in a non-equilibrium geometry from OMol25. Energies are from ωB97M-V with the def2-TZVPD basis set.

Cartesian coordinates (Å):
Co -0.02 -0.07 0.37
C -2.23 2.05 5.90
C -1.76 3.17 5.24
C -1.27 3.06 3.95
C -1.26 1.81 3.32
C -1.73 0.68 4.00
C -2.22 0.80 5.29
P -0.74 1.69 1.63
C 0.48 2.95 1.26
C 0.51 3.62 0.04
C 1.54 4.50 -0.24
C 2.55 4.71 0.70
C 2.53 4.03 1.91
C 1.51 3.14 2.19
C -2.12 1.81 0.45
C -2.79 2.92 -0.05
C -3.82 2.72 -0.97
C -4.20 1.45 -1.39
C -3.59 0.32 -0.87
C -2.56 0.53 0.05
H -2.61 2.14 6.91
H -1.77 4.14 5.73
H -0.90 3.94 3.43
H -1.69 -0.30 3.55
H -2.57 -0.07 5.82
H -0.26 3.46 -0.71
H 1.55 5.04 -1.18
H 3.34 5.41 0.48
H 3.32 4.19 2.63
H 1.51 2.61 3.14
H -2.52 3.92 0.26
H -4.34 3.58 -1.37
H -5.00 1.34 -2.11
H -3.89 -0.68 -1.15
O -0.30 -1.82 -0.95
N 0.63 -1.07 -1.26
Se 2.24 -5.41 -1.79
N 3.78 -4.52 -1.95
C 3.53 -3.25 -1.81
C 4.53 -2.20 -1.88
C 4.20 -0.94 -1.61
C 2.83 -0.58 -1.16
N 1.80 -1.57 -1.47
C 2.14 -2.94 -1.58
N 1.28 -3.90 -1.54
H 5.53 -2.48 -2.18
H 4.92 -0.13 -1.65
H 2.48 0.40 -1.49
O 1.84 0.10 0.88
O 2.88 -0.53 0.31
O -2.27 -1.56 1.37
C -2.01 -0.57 0.84

Output
Spin multiplicity   2
HOMO (spin up / spin down)   -14.312 / -14.305 eV
Frontier orbital gap (spin up / spin down)   5.31 / 6.13 eV
Net charge   +2
Calculated total energy   -5569.4261 Ha
Energy above the lowest of the compared OMol25 structures with the same formula, charge and spin   46.1 kcal/mol